No. 1
The following is a quantum chemistry calculation of C2H4CuO2 as an isolated structure at a distorted geometry, from OMol25.

Values from the calculation:
Relative energy (zero: lowest compared OMol25 entry of this formula, charge and spin)   21.48 kcal/mol
Max |F|   2.4 eV/A
Energy   -50863.266 eV
Frontier orbital gap   0.30880 Ha
Highest occupied orbital energy   -14.409 eV

Structure (ORCA input):
```
! wB97M-V def2-TZVPD RIJCOSX def2/J DEFGRID3
* xyz 1 1
H -1.502 -1.322 1.108
C 2.027 0.460 -0.074
O 0.666 0.012 -0.164
C 0.107 -0.583 0.860
O -1.180 -0.524 0.586
Cu -1.373 0.637 -1.331
H 2.481 0.280 -1.054
H 2.017 1.533 0.138
H 2.533 -0.097 0.720
*
```

Löwdin atomic charge list, values in e, 2 entries: number 1, H, carries 0.169; number 2, C, carries -0.013

---

No. 2
The following is a quantum chemistry calculation of C2H3NO2 in the gas phase at a distorted geometry, from OMol25.

Values from the calculation:
Relative energy (zero: lowest compared OMol25 entry of this formula, charge and spin)   31.48 kcal/mol
Max |F|   4.5 eV/A
SMILES   [H]/N=C/OC=O
Energy   -7706.478 eV
Frontier orbital gap   0.39270 Ha
Highest occupied orbital energy   -9.901 eV

Structure (ORCA input):
```
! wB97M-V def2-TZVPD RIJCOSX def2/J DEFGRID3
* xyz 0 1
H -0.806 1.681 1.534
N -0.429 1.529 0.626
C -0.050 0.400 0.244
O 0.526 0.198 -0.940
C 0.460 -1.214 -1.333
O 0.103 -2.080 -0.628
H -0.415 -0.491 0.852
H 0.925 -1.343 -2.407
*
```

Löwdin atomic charge list, values in e, 2 entries: number 1, H, carries 0.040; number 2, N, carries 0.120